No. 1
The molecule C16H18N2O5. Source: the Open Molecules 2025 dataset; level of theory: the ωB97M-V functional and the def2-TZVPD basis.

## Properties
Calculated total energy = -30100.17463 eV
Energy above the lowest of the compared OMol25 structures with the same formula, charge and spin = 59.4 kcal per mole
Max |F| = 1.33 eV/A
HOMO energy = -8.03 eV
LUMO = 0.63 eV
SMILES = CC(C)NC(=O)COCc1cc(-c2ccc3c(c2)OCO3)on1

```
41
Properties=species:S:1:pos:R:3:forces:R:3:nbo_charge:R:1
C -5.531 -1.988 -0.201 0.30 -0.05 0.06 -0.6077
C -4.236 -1.499 0.442 -0.10 -0.17 0.14 -0.0596
C -4.477 -0.991 1.862 0.17 -0.17 -0.21 -0.6091
N -3.652 -0.450 -0.370 -0.36 0.06 0.09 -0.6148
C -2.416 -0.500 -0.895 -0.04 0.57 -0.18 0.6466
O -1.648 -1.431 -0.765 0.32 -0.33 -0.02 -0.6344
C -2.062 0.765 -1.686 0.21 -0.05 -0.17 -0.1673
O -2.443 1.952 -1.023 -0.11 0.02 -0.16 -0.5190
C -1.811 2.167 0.228 -0.02 0.23 0.21 -0.1048
C -0.317 2.161 0.174 0.51 0.02 -0.07 0.1067
C 0.543 1.038 0.138 0.87 0.43 0.04 -0.3648
C 1.803 1.588 0.097 -1.27 -0.39 0.05 0.3218
C 3.122 0.992 0.043 0.56 0.21 -0.01 -0.1177
C 4.251 1.809 0.074 -0.36 -0.08 0.00 -0.1718
C 5.535 1.283 0.025 0.28 -0.40 -0.03 -0.2556
C 5.649 -0.085 -0.057 -0.57 -0.13 0.00 0.2322
C 4.521 -0.911 -0.090 0.35 0.46 0.03 0.3012
C 3.249 -0.405 -0.042 0.25 -0.05 -0.01 -0.2523
O 4.921 -2.217 -0.173 -0.46 0.17 0.02 -0.4872
C 6.331 -2.192 -0.194 0.75 -1.02 -0.08 0.2356
O 6.776 -0.853 -0.119 -0.04 0.49 0.03 -0.4720
O 1.683 2.931 0.116 0.75 -0.52 -0.05 -0.2692
N 0.379 3.270 0.161 -1.23 0.51 0.06 -0.1147
H -5.947 -2.810 0.375 -0.11 -0.08 0.06 0.2138
H -5.343 -2.335 -1.214 -0.02 -0.03 -0.09 0.2178
H -6.264 -1.184 -0.237 -0.12 0.08 -0.01 0.1990
H -3.499 -2.308 0.456 -0.13 0.13 0.00 0.2294
H -4.894 -1.784 2.477 -0.08 -0.06 0.11 0.2145
H -3.544 -0.660 2.311 0.07 0.04 0.06 0.2146
H -5.176 -0.156 1.852 -0.10 0.10 0.03 0.1998
H -4.194 0.390 -0.515 0.13 0.02 -0.03 0.4026
H -2.621 0.765 -2.626 0.09 -0.05 0.06 0.2115
H -0.990 0.751 -1.918 -0.19 -0.08 0.06 0.2028
H -2.155 3.152 0.549 0.04 -0.15 0.08 0.2209
H -2.136 1.405 0.954 0.00 0.14 -0.08 0.1798
H 0.262 0.006 0.141 -0.04 -0.28 -0.03 0.2549
H 4.115 2.877 0.139 0.01 0.09 0.01 0.2308
H 6.407 1.914 0.049 0.12 0.09 0.00 0.2318
H 2.390 -1.052 -0.074 -0.16 -0.12 -0.01 0.2347
H 6.724 -2.759 0.664 -0.14 0.19 -0.15 0.1596
H 6.696 -2.648 -1.128 -0.13 0.17 0.18 0.1596
```
Positions in Å, forces in eV/Å.

=====

No. 2
A structure of composition C35H22Br2IrN4O9P. Source: the Open Molecules 2025 dataset; level of theory: the ωB97M-V functional and the def2-TZVPD basis.

## Properties
Calculated total energy = -213236.23910 eV
Energy above the lowest of the compared OMol25 structures with the same formula, charge and spin = 36.4 kcal per mole
Expectation value of S² = 8.833
Max |F| = 1.08 eV/A
Total charge = +1
Multiplicity = 6
HOMO energy (alpha / beta) = -10.92 / -11.48 eV
LUMO (alpha / beta) = -3.14 / -5.52 eV

```
74
Properties=species:S:1:pos:R:3:forces:R:3:lowdin_spin:R:1
Ir 0.532 -0.040 0.977 -0.11 0.97 0.00 0.7748
O 0.388 -1.866 3.221 0.12 0.17 -0.24 -0.0010
N 0.278 -0.512 2.893 -0.10 -0.24 0.32 0.0101
C 0.053 0.179 3.941 -0.10 0.24 -0.02 0.0074
C -0.285 1.603 4.021 -0.03 -0.17 0.00 0.0033
C -0.390 2.092 5.326 0.00 -0.01 0.09 -0.0003
C -0.803 3.388 5.578 0.01 0.01 0.03 0.0004
C -1.154 4.213 4.520 -0.02 0.03 0.01 0.0000
C -1.060 3.740 3.222 0.00 -0.02 -0.03 0.0017
C -0.606 2.450 2.952 0.07 0.09 -0.07 0.0096
P -0.478 1.975 1.205 0.08 -0.75 -0.14 0.0462
C 0.538 3.231 0.401 -0.12 0.10 -0.07 0.0185
C 1.379 4.079 1.118 0.07 -0.05 0.02 0.0102
C 2.155 5.013 0.446 0.00 -0.01 0.03 -0.0010
C 2.090 5.106 -0.937 0.00 0.02 0.00 0.0084
C 1.256 4.257 -1.655 0.00 -0.02 0.00 -0.0002
C 0.485 3.315 -0.994 0.05 0.05 0.01 0.0071
C -2.177 2.179 0.610 0.01 0.02 0.04 -0.0012
C -3.114 1.256 1.071 -0.03 0.02 0.02 0.0003
C -4.451 1.387 0.739 0.01 -0.04 0.01 0.0001
C -4.861 2.446 -0.063 -0.01 0.01 -0.01 -0.0001
C -3.935 3.373 -0.516 0.03 -0.01 0.00 -0.0001
C -2.592 3.247 -0.176 -0.05 0.00 -0.07 -0.0004
H 0.864 -2.259 2.470 -0.07 -0.09 0.05 0.0000
H 0.061 -0.376 4.872 0.02 0.01 0.07 -0.0002
H -0.152 1.434 6.153 -0.01 0.04 -0.03 0.0000
H -0.866 3.746 6.597 -0.01 -0.02 -0.03 0.0000
H -1.503 5.222 4.704 0.02 -0.04 -0.01 0.0000
H -1.340 4.386 2.398 0.02 0.00 0.01 0.0000
H 1.441 4.011 2.197 -0.01 0.02 -0.03 0.0000
H 2.808 5.671 1.005 -0.02 -0.02 -0.02 -0.0002
H 2.689 5.842 -1.457 -0.02 -0.03 0.02 0.0005
H 1.207 4.327 -2.734 0.00 -0.01 0.04 -0.0001
H -0.158 2.647 -1.554 0.05 0.00 -0.02 0.0003
H -2.789 0.449 1.721 -0.04 0.04 0.03 0.0002
H -5.177 0.672 1.107 0.03 0.03 0.00 0.0000
H -5.906 2.551 -0.329 0.04 -0.01 0.01 0.0000
H -4.255 4.200 -1.137 0.02 -0.03 0.02 0.0000
H -1.878 3.976 -0.536 -0.06 -0.01 0.04 0.0001
O -0.645 0.539 -2.515 0.03 -0.02 0.04 -0.0044
C 0.285 -0.035 -1.996 -0.02 0.13 0.14 -0.0009
O 0.991 0.374 -0.978 0.10 -0.15 -0.12 0.0121
C 0.799 -1.339 -2.572 0.07 0.01 -0.04 0.0383
C 1.204 -1.393 -3.929 -0.04 0.05 -0.01 0.3412
C 1.616 -2.629 -4.460 -0.26 0.01 -0.12 0.0323
C 1.741 -3.766 -3.747 -0.01 -0.19 0.06 0.2330
C 1.535 -3.733 -2.273 0.05 -0.02 0.10 0.0755
C 0.881 -2.455 -1.812 0.00 -0.15 0.01 0.2213
O 1.254 -3.071 0.505 -0.02 -0.06 -0.04 0.0545
N 2.797 -5.231 -0.853 0.04 -0.19 -0.01 0.4162
O 3.511 -5.524 0.094 0.08 0.04 0.05 0.4803
O 1.402 -5.590 -0.695 -0.01 0.21 -0.11 0.0871
N 1.923 -2.688 -5.917 0.98 0.43 0.15 -0.0050
O 2.448 -3.696 -6.335 -0.38 -0.15 0.00 -0.0042
O 1.751 -1.670 -6.548 -0.34 -0.14 -0.04 -0.0069
H 1.143 -0.523 -4.565 -0.04 -0.01 0.02 0.0154
H 2.072 -4.677 -4.226 0.00 0.02 0.02 0.0086
Br 4.814 -1.853 -0.981 0.01 0.01 0.01 0.1987
C 3.287 -2.793 -0.654 0.02 -0.01 0.12 0.4598
C 2.923 -3.940 -1.560 -0.23 0.20 0.13 0.1199
C 0.639 -4.871 -1.611 -0.09 -0.11 -0.11 0.0475
Br -0.148 -6.079 -2.919 0.03 0.02 0.02 0.0158
C -0.407 -4.089 -0.865 0.15 0.09 0.11 0.2450
C -1.720 -4.322 -0.673 -0.16 0.07 0.02 0.0098
C -2.488 -3.298 -0.086 -0.01 0.03 0.01 0.3372
C -1.887 -2.058 0.266 -0.19 -0.12 -0.01 0.0527
N -0.632 -1.773 0.105 0.29 -0.04 -0.06 0.2609
C 0.217 -2.775 -0.493 -0.03 0.00 -0.04 0.0679
C 2.383 -2.306 0.353 -0.01 -0.29 -0.30 0.1053
O 2.518 -1.317 1.050 0.09 0.09 -0.04 0.1730
H 3.715 -4.069 -2.290 0.06 -0.02 -0.08 0.0055
H -2.178 -5.245 -1.005 0.01 0.01 0.02 -0.0039
H -3.545 -3.437 0.095 0.05 0.05 0.00 0.0171
H -2.492 -1.281 0.714 -0.04 -0.07 -0.01 -0.0008
```
Positions in Å, forces in eV/Å.